ORCA calculation (wB97M-V/def2-TZVPD) on a cluster of 2 separate species, CH3NO2S in total.

```
8
Properties=species:S:1:pos:R:3:forces:R:3
C -1.38004 -0.21038 -0.24762 -1.7713 -1.0593 0.9609
N 1.97994 0.30674 0.30448 -3.1557 -0.3778 -0.3766
O 1.54618 1.34772 0.72641 1.1443 -1.2286 -0.4324
O 2.99723 -0.08296 -0.13489 0.0451 0.3594 0.4259
S -0.02480 -1.35755 -0.04340 1.6724 1.1333 -0.3044
H -1.16586 0.57454 0.46885 -0.4044 0.2435 0.3521
H -2.32302 -0.84998 0.13338 1.9394 1.6277 -0.7336
H -1.62964 0.27187 -1.20721 0.5301 -0.6982 0.1081
```
Forces are in eV/Å.

## Properties
**HOMO level (spin up / spin down)**: -9.37 / -9.37 eV
**Energy above the lowest of the compared OMol25 structures with the same formula, charge and spin**: 112.0 kcal per mole
**Strongest force on any atom**: 3.2 eV Å⁻¹
**Multiplicity**: 1
**Charge**: 0
**HOMO-LUMO gap (spin up / spin down)**: 6.929 / 6.927 eV

***

ORCA calculation (wB97M-V/def2-TZVPD) on a structure of composition C13H35ClN2NbO2.

```
54
Properties=species:S:1:pos:R:3:forces:R:3
C 1.33046 1.33709 1.92148 0.1039 0.4805 0.7911
C 0.84935 0.48245 1.04221 0.1527 -0.8818 -0.0941
C 1.66466 -0.58180 0.41795 -0.9255 -0.8050 -0.3050
Nb 2.58015 0.12012 -1.57615 -0.2107 2.8247 1.1138
Cl 1.24344 2.17783 -1.44870 0.4005 -0.5857 -0.5236
C 4.36284 0.94084 -0.43727 0.2126 -0.4667 -0.3698
C 4.47900 2.48474 -0.40989 0.6809 -0.3811 0.6938
H 2.34671 1.19706 2.27531 0.0797 0.3879 -0.0107
H 0.72871 2.15868 2.28613 0.0938 0.0180 0.2361
H -0.20468 0.52892 0.78935 0.0321 0.1932 -0.4144
H 1.00831 -1.43265 0.20262 0.1808 -0.1083 -0.0226
H 2.45573 -0.92526 1.08854 0.1572 0.1076 -0.1203
H 1.17659 -0.70319 -2.40884 0.0699 -0.7720 -0.0514
H 3.24643 0.62745 -3.20966 0.0255 -0.3885 -0.3899
H 3.45933 -1.46615 -1.70413 -0.2565 0.2126 -0.1031
H 4.46156 0.52570 0.56977 -0.1220 0.0452 0.0408
H 5.25407 0.57581 -0.97041 -0.0394 -0.1000 0.0397
H 3.58325 2.99968 -0.06911 -0.1258 -0.0038 -0.2995
H 4.84651 2.86447 -1.36193 -0.4319 0.1335 -0.1695
H 5.26855 2.74153 0.31252 -0.0446 0.1185 -0.0309
C -1.60668 -1.83905 4.42533 -0.1500 0.0698 -0.0355
C -0.16663 -1.37756 4.21805 -0.1744 -0.2590 0.1579
C 0.69818 -2.38311 3.44569 0.1758 0.2687 -0.0408
O 1.12369 -3.50447 4.21227 -0.1488 -0.0706 -0.1231
C 0.17253 -4.54120 4.33066 0.1959 0.0157 0.1702
N 0.41583 -1.04428 5.52358 0.1578 -0.0227 -0.0525
H -1.69274 -2.59441 5.20797 0.0627 -0.0216 -0.0149
H -2.23154 -0.99688 4.72637 0.0502 0.0070 0.0261
H -2.02393 -2.25103 3.50375 0.0175 -0.0122 0.0061
H -0.20104 -0.46417 3.62023 0.1498 -0.0399 -0.0508
H 1.61399 -1.87257 3.14274 0.0156 -0.0370 0.0216
H 0.20464 -2.71110 2.52320 -0.0688 -0.0412 0.0461
H -0.43273 -4.64262 3.42488 -0.0436 0.0432 0.0144
H -0.47708 -4.38005 5.19567 -0.1470 -0.0525 -0.0883
H 0.71457 -5.47424 4.49277 0.0396 0.0227 -0.0370
H 1.33630 -0.63861 5.37553 -0.0758 0.1204 -0.0151
H 0.60911 -1.92095 6.00269 -0.0617 0.0259 0.0151
C -1.74286 1.19504 -3.25514 0.1438 -0.0217 0.0242
C -2.19290 1.05542 -4.70519 -0.2185 -0.0332 0.3845
C -3.14942 2.16819 -5.16213 0.1496 -0.0700 -0.3192
O -4.48320 2.03647 -4.69528 0.0657 0.1870 0.0586
C -4.70243 2.50583 -3.37825 -0.1866 -0.1714 -0.0568
N -2.77794 -0.27680 -4.90247 -0.1198 0.1219 -0.2539
H -2.51835 0.89328 -2.54879 -0.0719 0.0066 -0.0733
H -0.87581 0.56296 -3.06331 -0.0277 0.0111 -0.0220
H -1.45527 2.22332 -3.02934 0.0210 -0.0192 0.0177
H -1.29712 1.12645 -5.32944 -0.0481 0.0227 -0.0630
H -3.22117 2.12500 -6.25344 -0.0943 -0.0276 0.0148
H -2.75256 3.16040 -4.91119 0.0096 -0.0266 0.1290
H -4.07991 3.37483 -3.14787 0.0633 -0.0420 0.0183
H -4.52035 1.71543 -2.64718 0.1013 0.1117 0.1031
H -5.75110 2.79707 -3.29946 0.0053 0.0139 -0.0733
H -2.98200 -0.40562 -5.89045 0.1027 -0.0626 0.0092
H -3.69504 -0.27430 -4.46225 0.0764 -0.0460 0.0922
```
Forces are in eV/Å.

## Properties
**HOMO level**: -4.53 eV
**Strongest force on any atom**: 3.0 eV Å⁻¹
**Multiplicity**: 1
**Charge**: -1
**HOMO-LUMO gap**: 7.122 eV

***

Question: Which value of charge does entry 2 give?
Answer: -1